1.
Below is a cluster of 2 separate species, C11H19BNS2 in total, with properties calculated with ωB97M-V with the def2-TZVPD basis set.

The total charge is +1.

Geometry (Å):
B: 0.916 2.555 0.304
H: 1.170 -2.052 0.470
H: 1.437 2.332 -0.740
H: 1.222 -6.758 -0.044
C: -2.858 2.646 0.194
H: -2.033 5.941 -0.271
H: -2.076 0.096 0.519
H: 1.340 2.520 1.413
H: 3.380 -5.642 0.050
C: -1.930 4.864 -0.122
H: 1.361 -2.141 -1.366
H: 1.340 4.631 0.444
C: 0.624 4.982 -0.320
H: 2.407 -4.900 1.362
C: -3.038 4.023 0.038
C: -1.570 2.144 0.248
C: 1.252 -5.700 -0.310
H: -0.806 0.382 -0.672
C: 1.269 -2.672 -0.441
H: -0.440 0.544 1.085
H: -4.048 4.426 0.034
H: -0.902 -5.564 0.017
H: 1.055 4.671 -1.286
C: 2.487 -5.045 0.278
H: 1.313 -5.610 -1.399
S: 2.881 -3.468 -0.504
C: 0.006 -4.978 0.193
H: 0.512 6.065 -0.307
H: 0.082 -4.720 1.255
C: -1.195 0.708 0.305
S: -0.277 -3.506 -0.804
N: -0.528 2.988 0.178
C: -0.672 4.301 -0.078
H: -3.682 1.936 0.277

Cartesian forces (eV/Å) of the 2 atoms listed first:
B -0.122 -0.124 -0.223
H 0.078 -0.160 -0.558

2.
Below is a cluster of 7 separate species, C11H19Br8Cl9 in total, with properties calculated with ωB97M-V with the def2-TZVPD basis set.

The energy above the lowest of the compared OMol25 structures with the same formula, charge and spin is 1.298 eV. Its SMILES is ClC(Cl)Cl.ClC(Cl)Cl.ClC(Cl)Cl.BrCCBr.BrCCBr.BrCCBr.BrCCBr.

Geometry (Å):
C: 0.360 4.063 0.097
Br: 1.982 0.816 -2.889
Br: 0.642 0.532 -7.446
Cl: -4.732 2.530 -1.747
C: 4.205 -1.771 0.939
C: 0.794 0.373 -4.454
C: -3.208 2.599 -2.746
H: 0.593 -0.696 -4.510
Br: -0.686 -1.745 -1.111
C: -0.463 -2.204 4.565
H: 0.796 -1.615 1.622
H: 1.757 1.893 -5.622
H: 1.303 5.658 -0.921
Cl: -3.475 1.802 -4.367
H: -2.347 -2.916 5.441
Cl: -3.382 -4.449 -0.001
Cl: 3.598 -3.429 0.852
Cl: 3.782 -1.111 2.604
Cl: -3.815 -3.022 2.654
Cl: -1.933 1.869 -1.886
H: -0.462 0.588 -0.226
H: -0.744 -1.278 5.067
H: -2.975 3.655 -2.888
Cl: 3.648 -0.699 -0.323
H: -1.062 -4.190 5.183
C: 0.104 -0.304 0.041
Br: 1.973 3.556 1.164
C: 0.831 4.730 -1.244
Cl: -1.245 -4.244 2.004
C: -2.644 -3.471 1.306
H: -0.916 -1.242 1.724
H: 2.588 0.364 -5.890
H: 1.142 -0.101 -0.221
Br: -0.743 -2.906 7.295
H: -0.254 3.185 -0.100
Br: 1.433 -2.761 4.689
H: -0.262 4.772 0.644
H: -0.144 0.921 -4.365
H: -0.822 -2.190 3.536
C: 1.608 0.821 -5.747
H: -2.299 -2.560 0.817
C: -1.283 -3.153 5.435
C: 0.067 -0.810 1.536
Br: 0.570 0.568 2.833
Br: -0.736 5.243 -2.399
H: 5.292 -1.842 0.888
H: 1.560 4.172 -1.832

Cartesian forces (eV/Å) of the 2 atoms listed first:
C 0.221 0.093 -1.397
Br -0.889 -0.229 -0.945

Number 1: maximum force 1.42 eV/A, electronic energy -1306.26700 Eh. Number 2: maximum force 2.07 eV/A, electronic energy -25164.33253 Eh.